P | # C3H11NO

A cluster of 2 separate species, C3H11NO in total (ωB97M-V with the def2-TZVPD basis set, the Open Molecules 2025 dataset).

Each line ends with the natural charge from an NBO analysis.
Geometry (Å):
C -0.88 -0.29 -0.62  -0.20
C -0.19 1.06 -0.40  -0.41
C -0.65 1.26 1.01  -0.60
N -0.30 -1.04 -1.79  -0.85
H -1.93 -0.19 -0.77  0.18
H -0.82 -0.84 0.31  0.17
H -0.68 1.77 -1.12  0.20
H 0.83 0.91 -0.53  0.20
H -0.35 0.34 1.56  0.21
H -1.71 1.30 1.11  0.20
H -0.32 2.11 1.51  0.20
H -0.90 -1.73 -2.15  0.36
H 0.60 -1.43 -1.57  0.34
H 2.40 -1.33 0.41  0.47
H 2.80 -0.70 1.78  0.48
O 2.10 -1.20 1.27  -0.94

Computed properties:
Net charge: 0
SMILES: CCCN.O
Gap between HOMO and LUMO, eV: 9.738
Molecular weight, g/mol: 77.13
HOMO, eV: -8.983

***

Q | # C3H11NO

A cluster of 2 separate species, C3H11NO in total (ωB97M-V with the def2-TZVPD basis set, the Open Molecules 2025 dataset).

Each line ends with the natural charge from an NBO analysis.
Geometry (Å):
C -1.25 0.42 -0.12  -0.20
C -0.99 -0.07 -1.56  -0.41
C -2.17 0.40 -2.45  -0.62
N -0.39 -0.22 0.89  -0.86
H -2.27 0.12 0.14  0.18
H -1.16 1.50 -0.11  0.17
H -0.98 -1.15 -1.51  0.20
H -0.06 0.35 -1.92  0.20
H -2.78 1.15 -1.96  0.21
H -2.72 -0.46 -2.79  0.21
H -1.86 0.85 -3.40  0.21
H 0.42 -0.72 0.56  0.36
H -0.97 -0.77 1.49  0.36
H 3.41 -0.28 2.29  0.48
H 4.78 0.19 2.93  0.47
O 4.12 -0.50 2.89  -0.95

Computed properties:
Net charge: 0
SMILES: CCCN.O
Gap between HOMO and LUMO, eV: 9.957
Molecular weight, g/mol: 77.13
HOMO, eV: -9.066

***

Which structure is the least stable? The one labeled P.

***

P | # C8H13N2O2

The ion C8H13N2O2 with charge +1 (ωB97M-V with the def2-TZVPD basis set, the Open Molecules 2025 dataset).

Each line ends with the natural charge from an NBO analysis.
Geometry (Å):
C -2.13 -0.09 1.65  -0.61
C -2.13 1.45 1.64  -0.52
C -1.44 2.07 0.42  0.80
O -0.89 3.13 0.52  -0.53
O -1.53 1.37 -0.77  -0.53
C -0.25 1.07 -1.31  -0.08
C -0.08 -0.43 -1.62  -0.24
N 1.15 -0.94 -0.95  -0.27
C 1.14 -1.88 0.06  -0.05
C 2.44 -2.01 0.39  -0.03
N 3.17 -1.16 -0.38  -0.45
C 2.36 -0.51 -1.21  0.24
H -2.76 -0.41 2.48  0.24
H -1.12 -0.49 1.73  0.18
H -2.59 -0.43 0.72  0.21
H -1.69 1.85 2.55  0.25
H -3.15 1.84 1.61  0.25
H -0.02 1.66 -2.20  0.21
H 0.50 1.35 -0.56  0.19
H -0.91 -1.05 -1.29  0.25
H 0.05 -0.61 -2.69  0.24
H 0.27 -2.37 0.45  0.27
H 2.88 -2.66 1.13  0.26
H 4.17 -0.99 -0.40  0.46
H 2.56 0.25 -1.95  0.26

Computed properties:
Net charge: +1
SMILES: CCC(=O)OCCn1cc[nH+]c1
Gap between HOMO and LUMO, eV: 10.018
Molecular weight, g/mol: 169.20
HOMO, eV: -13.324

***

Q | # C8H13N2O2

A cluster of 2 separate species, C8H13N2O2 in total (ωB97M-V with the def2-TZVPD basis set, the Open Molecules 2025 dataset).

Each line ends with the natural charge from an NBO analysis.
Geometry (Å):
C -1.23 0.72 -0.10  0.14
C 0.01 0.24 0.11  0.20
C -1.96 -1.50 -0.50  0.54
C -2.14 1.12 -4.18  1.04
C -1.71 2.12 -0.03  -0.66
C 1.20 1.07 0.45  -0.68
C 0.89 -1.61 -1.20  -0.42
C 0.49 -1.90 1.19  -0.42
N -2.20 -0.26 -0.43  -0.66
N 0.17 -1.17 -0.03  -0.36
O -2.02 1.38 -5.28  -0.46
O -2.24 0.85 -3.07  -0.58
H -2.49 2.22 0.73  0.24
H -2.13 2.43 -0.99  0.25
H -0.91 2.80 0.23  0.26
H 1.33 1.88 -0.27  0.25
H 2.10 0.47 0.45  0.24
H 1.09 1.52 1.44  0.25
H 0.52 -1.09 -2.09  0.22
H 1.96 -1.43 -1.10  0.21
H 0.73 -2.68 -1.33  0.24
H 0.37 -2.96 1.00  0.24
H 1.52 -1.71 1.50  0.21
H -0.19 -1.60 1.99  0.23
H -3.13 0.10 -0.64  0.48

Computed properties:
Net charge: +1
Gap between HOMO and LUMO, eV: 9.476
Molecular weight, g/mol: 169.20
HOMO, eV: -13.733

***

Which structure is the least stable? The one labeled Q.

***

P | # C7H12N4

The ion C7H12N4 with charge +2 (ωB97M-V with the def2-TZVPD basis set, the Open Molecules 2025 dataset).

Each line ends with the natural charge from an NBO analysis.
Geometry (Å):
C -0.05 -2.33 -0.34  0.32
C -2.33 1.42 0.05  0.29
C -1.60 -0.69 -0.15  0.56
C 1.18 -1.43 -0.07  -0.54
C -0.56 0.33 -0.69  -0.21
C 0.82 0.08 0.09  0.19
C 0.80 0.85 1.40  -0.68
N -1.25 -1.96 -0.23  -0.40
N -1.22 1.59 -0.53  -0.39
N -2.56 0.05 0.38  -0.49
N 1.82 0.82 -0.86  -0.69
H 0.05 -3.30 -0.56  0.23
H -3.18 2.02 0.38  0.27
H 1.60 -1.75 0.89  0.30
H 1.67 -1.76 -1.03  0.28
H -0.51 0.40 -1.82  0.31
H 0.23 1.71 1.38  0.26
H 1.86 1.22 1.77  0.28
H 0.34 0.16 2.15  0.27
H -3.37 -0.27 0.86  0.47
H 2.81 0.77 -0.41  0.47
H 1.38 1.69 -0.97  0.46
H 2.06 0.37 -1.71  0.44

Computed properties:
Net charge: +2
SMILES: C[C@@]1([NH3+])CC=NC2=[NH+]C=N[C@H]21
Gap between HOMO and LUMO, eV: 9.221
Molecular weight, g/mol: 152.20
HOMO, eV: -18.470

***

Q | # C7H12N4

The ion C7H12N4 with charge +2 (ωB97M-V with the def2-TZVPD basis set, the Open Molecules 2025 dataset).

Each line ends with the natural charge from an NBO analysis.
Geometry (Å):
C 0.36 2.77 -0.74  0.28
C -1.31 -1.00 -0.39  0.22
C -1.01 1.12 -1.61  0.43
C -0.05 -1.28 0.38  -0.28
C 0.63 0.98 0.86  0.33
C -2.52 -1.77 -0.04  -0.66
C 2.44 -0.60 0.89  -0.41
N 0.61 2.13 0.37  -0.34
N -1.36 0.06 -1.14  -0.27
N -0.67 2.39 -1.50  -0.48
N 1.05 -0.27 0.25  -0.43
H 0.84 3.64 -1.01  0.26
H -0.40 -1.39 1.49  0.28
H 0.32 -2.25 0.16  0.28
H 0.51 0.80 1.94  0.24
H -3.46 -1.15 -0.13  0.29
H -2.19 -2.41 0.89  0.25
H -2.67 -2.52 -0.73  0.27
H 3.27 -0.45 0.16  0.27
H 2.64 0.07 1.72  0.26
H 2.48 -1.60 1.23  0.26
H -0.89 2.93 -2.28  0.47
H 1.38 -0.21 -0.75  0.47

Computed properties:
Net charge: +2
Gap between HOMO and LUMO (spin up / spin down), eV: 6.105 / 6.718
Molecular weight, g/mol: 152.20
HOMO (spin up / spin down), eV: -15.538 / -15.811

***

Which structure is the least stable? The one labeled Q.

***

P | # C18H11Cl3FOPtSe4Te

A structure of composition C18H11Cl3FOPtSe4Te (ωB97M-V with the def2-TZVPD basis set, the Open Molecules 2025 dataset).

Each line ends with the natural charge from an NBO analysis.
Geometry (Å):
Pt -0.99 2.06 2.50  0.70
Se -2.41 1.06 4.21  -0.40
Se -1.40 2.71 5.53  -0.03
Se -2.28 4.76 4.68  0.00
Se -1.70 4.49 2.50  0.08
Cl 5.09 2.20 -1.30  -0.04
C 3.92 2.49 -0.06  -0.08
C 4.05 1.88 1.17  -0.25
C 3.06 2.16 2.11  -0.12
Cl 3.13 1.48 3.68  0.00
C 1.98 3.06 1.94  0.30
O 1.07 3.27 2.84  -0.78
C 2.04 3.71 0.68  -0.07
Cl 0.64 4.74 0.37  -0.03
C 2.99 3.48 -0.31  -0.26
H 4.85 1.15 1.44  0.24
H 2.81 3.90 -1.26  0.23
F -0.89 -0.27 -3.28  -0.33
C -0.79 0.35 -2.12  0.35
C -1.81 1.18 -1.68  -0.29
C -1.84 1.68 -0.40  -0.25
C -0.79 1.46 0.49  -0.27
C 0.16 0.53 0.12  -0.27
C 0.20 0.00 -1.20  -0.28
H -2.60 1.49 -2.40  0.21
H -2.53 2.40 -0.09  0.21
H 1.00 0.29 0.76  0.22
H 1.01 -0.62 -1.54  0.22
Te -2.01 -2.43 0.83  0.32
C -1.64 -3.79 -0.70  -0.35
C -2.13 -3.61 -1.99  -0.20
C -2.03 -4.63 -2.97  -0.22
C -1.46 -5.78 -2.57  -0.19
C -0.77 -5.96 -1.41  -0.24
C -0.96 -5.01 -0.46  -0.20
H -2.52 -2.63 -2.23  0.23
H -2.34 -4.59 -3.96  0.21
H -1.47 -6.65 -3.27  0.20
H -0.17 -6.83 -1.15  0.22
H -0.45 -5.18 0.48  0.21

Computed properties:
Multiplicity: 5
Net charge: -1
Gap between HOMO and LUMO (spin up / spin down), eV: 6.406 / 4.988
<S²>: 6.024
Molecular weight, g/mol: 1007.16
HOMO (spin up / spin down), eV: -4.236 / -4.560

***

Q | # C18H11Cl3FOPtSe4Te

A structure of composition C18H11Cl3FOPtSe4Te (ωB97M-V with the def2-TZVPD basis set, the Open Molecules 2025 dataset).

Each line ends with the natural charge from an NBO analysis.
Geometry (Å):
Pt -0.34 -1.20 -0.70  0.68
Se -2.45 -0.51 0.10  -0.01
Se -3.49 -3.70 -3.45  -0.22
Se -2.11 -3.89 -1.69  0.12
Se -0.16 -2.79 -2.49  -0.23
Cl 4.14 -4.88 3.96  -0.05
C 2.88 -4.16 2.98  -0.06
C 3.22 -3.26 2.02  -0.24
C 2.27 -2.87 1.08  -0.16
Cl 2.77 -1.76 -0.12  0.02
C 0.93 -3.32 1.20  0.33
O -0.08 -2.92 0.53  -0.78
C 0.61 -4.20 2.31  -0.07
Cl -1.05 -4.62 2.67  -0.01
C 1.55 -4.65 3.17  -0.24
H 4.25 -2.94 1.95  0.23
H 1.33 -5.27 3.99  0.23
F -0.14 3.66 -4.55  -0.34
C -0.31 2.57 -3.75  0.37
C 0.82 2.10 -3.09  -0.28
C 0.71 1.01 -2.26  -0.27
C -0.43 0.31 -2.03  -0.19
C -1.52 0.67 -2.84  -0.23
C -1.48 1.85 -3.68  -0.29
H 1.79 2.47 -3.37  0.22
H 1.63 0.71 -1.78  0.21
H -2.43 0.15 -2.76  0.22
H -2.30 2.21 -4.25  0.22
Te 0.12 0.00 2.08  0.15
C -0.49 2.02 1.62  -0.23
C -1.45 2.65 2.39  -0.26
C -1.88 3.95 2.15  -0.21
C -1.32 4.69 1.10  -0.24
C -0.32 4.07 0.39  -0.20
C 0.08 2.76 0.62  -0.25
H -1.87 2.19 3.26  0.21
H -2.68 4.34 2.83  0.21
H -1.84 5.59 0.79  0.21
H 0.15 4.62 -0.42  0.21
H 0.89 2.34 0.06  0.22

Computed properties:
Multiplicity: 5
Net charge: -1
Gap between HOMO and LUMO (spin up / spin down), eV: 6.776 / 5.643
<S²>: 6.025
Molecular weight, g/mol: 1007.16
HOMO (spin up / spin down), eV: -4.491 / -5.132

***

Which structure is the least stable? The one labeled P.

***

P | # C2HBrClFIN

A structure of composition C2HBrClFIN (ωB97M-V with the def2-TZVPD basis set, the Open Molecules 2025 dataset).

Each line ends with the natural charge from an NBO analysis.
Geometry (Å):
C -0.24 -0.77 0.21  0.20
C 0.03 1.06 -0.52  0.08
N -0.05 -0.83 1.45  -0.63
F -1.15 1.57 -0.64  -0.34
Cl -0.52 -1.96 -0.95  0.06
Br 0.82 0.67 -2.29  0.04
I 1.20 2.11 0.88  0.23
H -0.09 -1.85 1.86  0.37

Computed properties:
Net charge: 0
Gap between HOMO and LUMO, eV: 9.520
Molecular weight, g/mol: 300.30
HOMO, eV: -9.772

***

Q | # C2HBrClFIN

A cluster of 2 separate species, C2HBrClFIN in total (ωB97M-V with the def2-TZVPD basis set, the Open Molecules 2025 dataset).

Each line ends with the natural charge from an NBO analysis.
Geometry (Å):
C 0.96 -0.43 -0.07  0.28
C -1.01 0.23 0.56  -0.08
N 1.29 0.31 -0.93  -0.64
F -1.24 0.03 1.89  -0.37
Cl 1.28 -1.87 0.67  0.10
Br -2.00 -0.85 -0.50  0.11
I -1.31 2.22 0.05  0.18
H 2.04 0.36 -1.66  0.41

Computed properties:
Net charge: 0
Gap between HOMO and LUMO, eV: 8.769
Molecular weight, g/mol: 300.30
HOMO, eV: -8.685

***

Which structure is the least stable? The one labeled Q.